ORCA calculation (ωB97M-V/def2-TZVPD) on an isolated molecule of C22H24N2O6.

Element x y z (Å)
C -5.047 -3.031 -0.064
O -5.049 -1.628 -0.138
C -3.866 -0.969 0.064
C -2.678 -1.586 0.379
C -1.536 -0.798 0.550
C -0.198 -1.108 0.883
C 0.501 0.074 0.887
C 1.952 0.184 1.125
O 2.536 -0.464 1.970
N 2.599 1.047 0.293
C 4.034 1.131 0.257
C 4.624 0.249 -0.875
C 4.118 -1.156 -0.709
C 2.937 -1.553 -1.322
C 2.419 -2.816 -1.100
C 3.078 -3.696 -0.261
C 4.260 -3.311 0.348
C 4.775 -2.047 0.128
C 4.447 2.569 0.023
O 3.711 3.429 -0.384
O 5.739 2.771 0.276
N -0.339 1.116 0.574
C -0.010 2.517 0.626
C -1.593 0.604 0.375
C -2.803 1.239 0.062
O -2.844 2.613 -0.057
C -3.301 3.123 -1.296
C -3.936 0.445 -0.074
O -5.135 1.055 -0.397
C -6.136 0.981 0.598
H -4.370 -3.471 -0.803
H -6.069 -3.338 -0.284
H -4.770 -3.381 0.936
H -2.601 -2.654 0.496
H 0.218 -2.074 1.083
H 2.105 1.518 -0.447
H 4.410 0.774 1.221
H 4.309 0.656 -1.840
H 5.711 0.285 -0.811
H 2.414 -0.869 -1.977
H 1.494 -3.107 -1.576
H 2.671 -4.680 -0.080
H 4.777 -3.994 1.006
H 5.689 -1.744 0.617
H 5.987 3.692 0.093
H 0.228 2.910 -0.368
H 0.844 2.676 1.283
H -0.867 3.069 1.008
H -2.628 2.823 -2.108
H -4.312 2.787 -1.525
H -3.283 4.207 -1.191
H -6.983 1.543 0.207
H -5.792 1.440 1.532
H -6.439 -0.051 0.789

Results
SMILES string: COc1cc2cc(C(=O)N[C@@H](Cc3ccccc3)C(=O)O)n(C)c2c(OC)c1OC
E_LUMO: 0.54 eV
net charge: 0
HOMO: -0.2823 Ha
energy: -38468.4981 eV

Results of the Löwdin charge analysis, in e, for atoms 1 through 8: atom 1 (C): -0.084, atom 2 (O): -0.096, atom 3 (C): -0.197, atom 4 (C): 0.036, atom 5 (C): -0.149, atom 6 (C): 0.051, atom 7 (C): -0.132, atom 8 (C): -0.429

ORCA calculation (ωB97M-V/def2-TZVPD) on an isolated molecule of C22H24N2O6S at a distorted geometry.

Element x y z (Å)
C 4.398 1.295 2.763
C 3.829 0.671 1.496
O 2.552 1.216 1.170
C 1.488 0.680 1.788
O 1.584 -0.214 2.603
C 0.241 1.304 1.340
C -0.934 1.179 2.005
C -1.132 0.395 3.248
S -2.507 -0.799 2.951
O -2.437 -1.828 3.948
O -3.715 -0.010 2.886
C -2.168 -1.483 1.334
C -1.206 -2.464 1.207
C -0.958 -2.988 -0.050
C -1.645 -2.531 -1.170
C -1.377 -3.128 -2.515
C -2.598 -1.513 -1.029
C -3.329 -0.968 -2.214
C -2.859 -1.007 0.237
N -2.067 1.797 1.544
C -2.178 2.326 0.263
O -3.253 2.593 -0.223
N -1.005 2.520 -0.371
C 0.327 2.154 0.090
C 1.033 1.420 -1.032
C 1.918 2.085 -1.867
C 2.544 1.420 -2.905
C 2.292 0.071 -3.120
O 2.887 -0.629 -4.121
C 1.402 -0.600 -2.286
C 0.775 0.074 -1.259
H 3.765 1.050 3.611
H 4.450 2.377 2.659
H 5.396 0.907 2.944
H 4.456 0.892 0.629
H 3.731 -0.412 1.620
H -0.245 -0.162 3.532
H -1.487 1.017 4.068
H -0.681 -2.812 2.082
H -0.218 -3.767 -0.164
H -0.603 -3.888 -2.456
H -2.284 -3.588 -2.909
H -1.065 -2.362 -3.223
H -3.950 -1.739 -2.669
H -3.961 -0.136 -1.920
H -2.625 -0.621 -2.969
H -3.616 -0.251 0.378
H -2.944 1.567 2.009
H -1.069 2.892 -1.306
H 0.893 3.074 0.314
H 2.130 3.131 -1.700
H 3.236 1.948 -3.548
H 3.481 -0.054 -4.619
H 1.223 -1.649 -2.456
H 0.085 -0.453 -0.617

Results
SMILES string: CCOC(=O)C1=C(CS(=O)(=O)c2ccc(C)c(C)c2)NC(=O)N[C@@H]1c1ccc(O)cc1
E_LUMO: 0.38 eV
net charge: 0
HOMO: -0.3223 Ha
energy: -49305.4158 eV

Results of the Löwdin charge analysis, in e, for atoms 1 through 8: atom 1 (C): -0.057, atom 2 (C): -0.205, atom 3 (O): -0.010, atom 4 (C): -0.438, atom 5 (O): 0.091, atom 6 (C): -0.031, atom 7 (C): -0.215, atom 8 (C): -0.105

ORCA calculation (ωB97M-V/def2-TZVPD) on an isolated molecule of C22H24N6O4 at a distorted geometry.

Element x y z (Å)
C -0.782 5.136 0.389
N -0.838 3.711 0.200
C 0.401 3.055 -0.124
C -1.993 3.035 0.288
N -1.951 1.712 0.048
C -3.115 1.100 0.144
O -3.200 -0.231 -0.034
C -2.180 -0.995 -0.517
C -2.223 -2.344 -0.154
C -1.264 -3.216 -0.617
C -0.238 -2.759 -1.445
C 0.788 -3.723 -1.887
O 0.741 -4.914 -1.711
O 1.828 -3.108 -2.503
C 2.909 -3.925 -2.917
C 4.096 -3.924 -1.941
O 5.085 -4.577 -2.182
N 3.895 -3.139 -0.858
C 4.713 -2.942 0.260
C 5.948 -3.563 0.408
C 6.699 -3.327 1.546
C 6.235 -2.479 2.538
C 5.005 -1.860 2.388
C 4.246 -2.088 1.257
C -0.213 -1.419 -1.824
C -1.180 -0.543 -1.374
N -4.269 1.654 0.454
C -4.214 2.977 0.684
N -5.355 3.594 1.013
C -5.404 5.006 1.282
C -6.595 2.870 1.126
N -3.098 3.707 0.604
H -1.783 5.495 0.609
H -0.114 5.381 1.218
H -0.409 5.622 -0.517
H 0.239 1.981 -0.125
H 0.757 3.372 -1.109
H 1.159 3.310 0.620
H -3.019 -2.678 0.492
H -1.282 -4.260 -0.342
H 3.252 -3.552 -3.885
H 2.572 -4.963 -3.029
H 3.020 -2.629 -0.837
H 6.308 -4.223 -0.362
H 7.656 -3.814 1.657
H 6.826 -2.302 3.423
H 4.633 -1.198 3.156
H 3.283 -1.608 1.142
H 0.563 -1.067 -2.486
H -1.163 0.490 -1.680
H -4.404 5.415 1.172
H -6.082 5.500 0.581
H -5.763 5.184 2.299
H -6.404 1.825 0.899
H -7.330 3.272 0.424
H -6.991 2.961 2.141

Results
SMILES string: CN(C)c1nc(Oc2ccc(C(=O)OCC(=O)Nc3ccccc3)cc2)nc(N(C)C)n1
E_LUMO: 0.33 eV
net charge: 0
HOMO: -0.3150 Ha
energy: -40336.0776 eV

Results of the Löwdin charge analysis, in e, for atoms 1 through 8: atom 1 (C): -0.047, atom 2 (N): -0.156, atom 3 (C): -0.046, atom 4 (C): -0.348, atom 5 (N): 0.178, atom 6 (C): -0.382, atom 7 (O): 0.098, atom 8 (C): -0.222

Record order is preserved below.
Energy above the lowest of the compared OMol25 structures with the same formula, charge and spin: 248.6 0.0 0.0 kJ/mol